(1)
C4H11NO2 | ωB97M-V with the def2-TZVPD basis set

Each line ends with the natural charge from an NBO analysis.
CARTESIAN COORDINATES (ANGSTROEM)
1 C -2.0707 -0.2684 1.7645  -0.7347
2 C -0.7546 0.1945 2.3589  0.6744
3 N -0.0243 1.2943 1.8380  -0.8407
4 O -0.4409 -0.2810 3.4100  -0.6069
5 H -2.3525 0.0977 0.7521  0.2199
6 H -2.8024 -0.1542 2.6041  0.2567
7 H -2.0154 -1.3818 1.7157  0.2461
8 H 0.8485 1.5366 2.1815  0.4002
9 H -0.3530 1.5805 0.9368  0.3847
10 C 0.5844 -1.0925 -1.6131  -0.6487
11 C 1.5430 0.0844 -1.9144  -0.0751
12 O 0.8752 1.0366 -2.6960  -0.7167
13 H -0.3796 -0.9645 -2.1874  0.2335
14 H 0.4490 -1.4858 -0.6574  0.2184
15 H 0.9325 -2.1899 -2.0779  0.2024
16 H 2.0857 0.4162 -1.0919  0.1638
17 H 2.4120 -0.2389 -2.5137  0.1517
18 H 1.4630 1.8160 -2.8100  0.4710

SMILES string: CC(N)=O.CCO
relative energy (zero: lowest compared OMol25 entry of this formula, charge and spin): 177.52 kJ/mol
molecular weight: 105.14 g/mol
multiplicity: 1
orbital gap: 10.44 eV

=====

(2)
C4H11NO2 | ωB97M-V with the def2-TZVPD basis set

Each line ends with the natural charge from an NBO analysis.
CARTESIAN COORDINATES (ANGSTROEM)
1 C 0.3893 0.8709 -0.7886  -0.6267
2 C 0.6008 0.4463 0.6982  -0.0669
3 N -0.7251 0.2519 1.4118  -0.8393
4 C 1.5259 -0.7410 0.7994  -0.5148
5 C 2.6790 -0.4560 1.8214  0.4298
6 O 3.4118 -1.3913 1.9957  -0.5146
7 H -0.2192 0.0307 -1.4409  0.1996
8 H 1.2717 1.2118 -1.2782  0.2142
9 H -0.3864 1.6814 -0.9877  0.2124
10 H 0.9872 1.3350 1.2716  0.1881
11 H -1.5193 0.6650 0.9422  0.3598
12 H -0.9435 -0.7920 1.4276  0.3431
13 H 1.8648 -1.1199 -0.1479  0.2483
14 H 0.8220 -1.5595 1.2400  0.2317
15 H 2.9239 0.5474 2.3537  0.1349
16 O -4.1194 -0.4485 -3.4305  -0.9409
17 H -4.7395 0.2659 -3.2735  0.4726
18 H -3.8242 -0.7978 -2.6142  0.4684

SMILES string: C[C@@H](N)CC=O.O
relative energy (zero: lowest compared OMol25 entry of this formula, charge and spin): 240.66 kJ/mol
molecular weight: 105.14 g/mol
multiplicity: 1
orbital gap: 10.15 eV

=====

(3)
C4H11NO2 | ωB97M-V with the def2-TZVPD basis set

Each line ends with the natural charge from an NBO analysis.
CARTESIAN COORDINATES (ANGSTROEM)
1 C 1.2911 0.8708 -0.0048  -0.4218
2 N -0.1176 1.1271 -0.3288  -0.4389
3 C -0.7591 1.9733 0.6707  -0.4129
4 C -0.9320 -0.0986 -0.4282  -0.3499
5 C -0.8051 -0.8556 -1.7643  0.4399
6 O -1.5505 -1.7908 -1.9043  -0.5217
7 H 1.8323 1.7038 -0.4487  0.2062
8 H 1.4913 0.7457 1.0660  0.1803
9 H 1.5975 -0.0004 -0.5987  0.1892
10 H -0.8158 1.4816 1.6539  0.1694
11 H -1.7399 2.2412 0.2843  0.2020
12 H -0.1861 2.8887 0.8143  0.1984
13 H -1.9620 0.1617 -0.2606  0.2250
14 H -0.6344 -0.9524 0.2220  0.2164
15 H -0.0924 -0.3879 -2.4629  0.1160
16 O 0.8578 -2.9229 1.4583  -0.9245
17 H 1.6546 -2.5031 1.1616  0.4601
18 H 0.8704 -3.6822 0.8702  0.4668

SMILES string: CN(C)CC=O.O
relative energy (zero: lowest compared OMol25 entry of this formula, charge and spin): 207.78 kJ/mol
molecular weight: 105.14 g/mol
multiplicity: 1
orbital gap: 9.52 eV

=====

(4)
C4H11NO2 | ωB97M-V with the def2-TZVPD basis set

Each line ends with the natural charge from an NBO analysis.
CARTESIAN COORDINATES (ANGSTROEM)
1 C -1.3551 -0.2046 1.9214  -0.7102
2 C -1.2791 -1.1629 0.8966  0.5995
3 C -0.3180 -1.9430 -1.2348  -0.4336
4 C 1.8893 2.0681 -0.4247  -0.2684
5 H -0.3278 0.6936 1.9250  0.2288
6 H -1.0949 -1.1101 2.8527  0.2788
7 H -2.5307 0.1407 1.8603  0.2606
8 H -0.2992 0.0630 -0.5923  0.4083
9 H 0.2161 -2.6824 -0.5748  0.2125
10 H -1.2805 -2.4118 -1.3743  0.2077
11 H 0.0838 -1.4121 -2.2119  0.2162
12 H 1.0726 2.7016 -2.0264  0.4893
13 H 2.3155 0.8973 -0.3411  0.2026
14 H 2.6801 3.0890 -0.8771  0.1623
15 H 1.5331 2.5673 0.7331  0.1685
16 N -0.6952 -0.8909 -0.3622  -0.6452
17 O -1.4675 -2.2969 1.1697  -0.6279
18 O 0.8576 1.8942 -1.3392  -0.7497

relative energy (zero: lowest compared OMol25 entry of this formula, charge and spin): 600.73 kJ/mol
molecular weight: 105.14 g/mol
multiplicity: 1
orbital gap: 9.25 eV